The following is a DFT calculation (wB97M-V/def2-TZVPD) of an isolated ion of composition C17H27N6O3 and charge +1 in a non-equilibrium geometry.

- relative energy (zero: lowest compared OMol25 entry of this formula, charge and spin) (kJ/mol) = 5.3
- total charge = +1
- Kohn-Sham gap (eV) = 9.177
- multiplicity = 1
- lowest unoccupied orbital energy (eV) = -2.79
- SMILES = COCCn1nnnc1[C@@H](C(C)C)[NH+]1CCN(C(=O)c2ccco2)CC1

Bonds (Å) are listed after each position.
Atoms and positions in Å:
1 C 1.6242 3.9177 -0.0623  O2 1.414, H27 1.088, H28 1.093, H29 1.095
2 O 1.1363 2.9626 -0.9843  C1 1.414, C3 1.417
3 C 1.8270 3.0049 -2.2212  O2 1.417, C4 1.529, H30 1.097, H31 1.099
4 C 1.1124 2.1066 -3.2313  C3 1.529, N5 1.435, H32 1.091, H33 1.091
5 N 1.1661 0.7299 -2.8286  C4 1.435, N6 1.335, C9 1.358
6 N 2.1252 -0.0915 -3.2617  N5 1.335, N7 1.261
7 N 1.9707 -1.2092 -2.6994  N6 1.261, N8 1.324
8 N 0.9278 -1.1943 -1.8835  N7 1.324, C9 1.316
9 C 0.4129 0.0143 -1.9546  N5 1.358, N8 1.316, C10 1.488
10 C -0.7807 0.4964 -1.2083  C9 1.488, C11 1.552, N14 1.495, H34 1.096
11 C -2.0811 -0.0608 -1.8453  C10 1.552, C12 1.527, C13 1.529, H35 1.095
12 C -2.1570 -1.5846 -1.7725  C11 1.527, H36 1.086, H37 1.087, H38 1.087
13 C -2.1785 0.4121 -3.2964  C11 1.529, H39 1.086, H40 1.087, H41 1.088
14 N -0.6769 0.0960 0.2282  C10 1.495, C15 1.477, C26 1.490, H42 1.053
15 C -1.5630 0.8895 1.1037  N14 1.477, C16 1.539, H43 1.089, H44 1.092
16 C -1.6748 0.1563 2.4524  C15 1.539, N17 1.454, H45 1.093, H46 1.091
17 N -0.4935 -0.6459 2.7285  C16 1.454, C18 1.415, C25 1.446
18 C -0.5717 -1.9870 2.2852  N17 1.415, O19 1.224, C20 1.437
19 O -1.3525 -2.2934 1.3935  C18 1.224
20 C 0.2970 -2.9015 2.9738  C18 1.437, C21 1.386, O24 1.353
21 C 1.0415 -2.7624 4.1342  C20 1.386, C22 1.401, H47 1.071
22 C 1.6324 -4.0107 4.3675  C21 1.401, C23 1.373, H48 1.070
23 C 1.2124 -4.8209 3.3416  C22 1.373, O24 1.323, H49 1.073
24 O 0.4149 -4.1678 2.5119  C20 1.353, C23 1.323
25 C 0.7003 0.0554 2.3119  N17 1.446, C26 1.549, H50 1.092, H51 1.089
26 C 0.7105 0.1677 0.7669  N14 1.490, C25 1.549, H52 1.091, H53 1.093
27 H 1.0130 3.8345 0.8343  C1 1.088
28 H 1.5359 4.9301 -0.4659  C1 1.093
29 H 2.6723 3.7241 0.1864  C1 1.095
30 H 1.8410 4.0305 -2.6102  C3 1.097
31 H 2.8644 2.6685 -2.0847  C3 1.099
32 H 1.6202 2.1785 -4.1944  C4 1.091
33 H 0.0711 2.4153 -3.3396  C4 1.091
34 H -0.7832 1.5922 -1.2373  C10 1.096
35 H -2.9335 0.3644 -1.3057  C11 1.095
36 H -2.9996 -1.9277 -2.3661  C12 1.086
37 H -1.2557 -2.0418 -2.1730  C12 1.087
38 H -2.3082 -1.9523 -0.7608  C12 1.087
39 H -3.1277 0.0953 -3.7184  C13 1.086
40 H -1.3867 -0.0190 -3.9041  C13 1.087
41 H -2.1313 1.4971 -3.3634  C13 1.088
42 H -1.0032 -0.9023 0.3087  N14 1.053
43 H -2.5484 0.9902 0.6515  C15 1.089
44 H -1.1258 1.8846 1.2138  C15 1.092
45 H -1.7889 0.8784 3.2647  C16 1.093
46 H -2.5400 -0.5080 2.4586  C16 1.091
47 H 1.1204 -1.8823 4.7388  C21 1.071
48 H 2.2752 -4.2822 5.1787  C22 1.070
49 H 1.4229 -5.8501 3.1225  C23 1.073
50 H 0.6982 1.0388 2.7866  C25 1.092
51 H 1.5861 -0.4848 2.6439  C25 1.089
52 H 1.2771 -0.6638 0.3444  C26 1.091
53 H 1.1521 1.1126 0.4406  C26 1.093

Results of the natural (NBO) charge analysis, in e, for atoms 1 through 8:
1 C -0.252
2 O -0.576
3 C -0.071
4 C -0.244
5 N -0.186
6 N -0.042
7 N -0.038
8 N -0.323